Entry 1:
103
Properties=species:S:1:pos:R:3:forces:R:3:lowdin_spin:R:1 method="wB97M-V/def2-TZVPD" max_force_ha_per_bohr=0.0620 homo_lumo_gap_ha="0.2349 / 0.2580" multiplicity=2 e_tot_ha=-6939.6672
V 0.4856 -0.4451 0.0863 0.647 -1.004 0.649 1.043
Cl -2.7037 4.1346 -4.9116 0.032 -0.070 0.087 -0.003
C -2.0258 3.0523 -3.7309 0.014 0.070 -0.051 -0.009
C -2.5826 1.8223 -3.5749 -0.040 -0.085 0.094 0.001
C -2.0422 0.9190 -2.6328 -0.191 -0.187 -0.160 -0.011
I -3.0069 -0.8984 -2.3410 0.098 0.061 -0.004 -0.002
C -0.9467 1.2694 -1.9109 0.566 -0.238 0.586 -0.001
O -0.3570 0.4228 -1.0077 -1.644 1.773 -2.080 -0.066
C -0.3878 2.5753 -2.0091 0.168 0.079 0.316 -0.003
N 0.6051 2.9074 -1.1440 -0.174 0.085 -0.028 0.001
C 1.0764 4.1229 -1.2002 -0.066 -0.061 -0.025 -0.002
C 0.6267 5.0998 -2.1161 0.081 -0.007 0.062 0.002
C -0.3700 4.7772 -2.9819 -0.062 -0.028 -0.082 -0.001
C -0.9282 3.4789 -2.9387 -0.037 0.120 -0.038 0.000
H -3.4508 1.5391 -4.1511 0.011 -0.001 -0.016 0.000
H 1.8580 4.3692 -0.4876 -0.003 0.006 -0.005 0.000
H 1.0651 6.0884 -2.1092 0.001 -0.022 0.004 0.000
H -0.7521 5.4977 -3.6914 -0.020 -0.001 0.013 0.000
C -2.0565 -0.3846 3.0192 -0.057 -0.123 -0.035 0.000
C -1.8951 -1.5664 2.1260 0.109 0.106 -0.066 0.001
N -1.1813 -1.6602 1.0293 -0.074 0.005 -0.080 -0.002
C -1.2375 -2.9436 0.5019 0.165 0.261 -0.071 0.001
C -2.0099 -3.8104 1.1916 -0.113 -0.174 0.034 0.000
S -2.6860 -3.0236 2.5397 -0.059 -0.036 0.124 0.000
C -0.5008 -3.2278 -0.7266 0.029 0.335 0.127 0.000
C -0.5351 -4.3754 -1.4342 -0.064 -0.203 -0.032 0.000
S 0.3332 -4.1751 -2.8837 0.056 -0.047 -0.142 0.000
C 0.7081 -2.5569 -2.4744 -0.031 0.182 0.082 0.002
N 0.2371 -2.2042 -1.3012 0.030 -0.176 0.173 0.001
C 1.4456 -1.7097 -3.4422 -0.152 0.111 0.150 0.001
H -1.0936 0.0930 3.1814 -0.004 -0.036 0.037 0.000
H -2.4634 -0.6964 3.9803 -0.024 -0.016 -0.007 0.000
H -2.7239 0.3452 2.5616 0.049 -0.084 0.029 0.000
H -2.2105 -4.8471 0.9728 0.026 0.068 0.004 0.000
H -1.0474 -5.2932 -1.1957 0.020 0.049 0.000 0.000
H 1.0803 -1.9048 -4.4512 0.004 0.030 0.010 0.000
H 2.5143 -1.9353 -3.4141 -0.736 0.170 -0.003 0.000
H 1.3283 -0.6623 -3.1956 -0.118 0.220 0.036 0.000
N -6.2204 3.2579 5.5373 0.030 -0.129 -0.095 0.000
C -5.3792 3.2193 4.4308 -0.052 0.055 0.098 0.000
C -4.0260 2.9155 4.5770 0.044 -0.005 0.027 0.000
C -3.2000 2.8235 3.4695 0.018 0.094 -0.042 0.000
C -3.7109 3.0280 2.1954 -0.190 0.011 0.082 0.000
C -5.0611 3.3323 2.0419 0.081 0.016 0.060 0.000
C -5.8833 3.4348 3.1470 -0.048 0.000 -0.030 0.000
S -2.7526 2.8809 0.7121 0.177 -0.232 0.082 0.001
O -2.1992 4.1621 0.3560 0.052 -0.011 0.012 0.000
O -3.6521 2.2652 -0.2346 0.060 0.042 -0.116 0.000
N -1.6245 1.7633 1.0282 0.109 0.381 -0.139 0.007
C -0.4809 2.0150 1.6363 -0.011 -0.219 -0.077 0.003
N 0.4626 1.0069 1.5379 0.401 0.273 0.522 -0.005
C 1.5594 1.0856 2.3204 -0.184 -0.203 -0.278 0.003
C 1.8132 2.1439 3.1398 -0.047 0.252 0.115 0.002
C 0.8706 3.1794 3.0942 -0.012 -0.045 -0.021 0.005
N -0.2319 3.1221 2.3914 -0.092 0.001 -0.178 -0.001
H -5.7856 3.4109 6.4303 0.016 0.047 0.006 0.000
H -7.0945 3.7402 5.4213 0.012 0.056 0.002 0.000
H -3.6192 2.7529 5.5697 -0.007 -0.011 -0.033 0.000
H -2.1485 2.6082 3.6027 -0.076 0.019 0.006 0.000
H -5.4601 3.4805 1.0472 -0.003 -0.031 0.013 0.000
H -6.9332 3.6722 3.0185 0.005 -0.009 -0.001 0.000
H 2.2454 0.2544 2.2507 0.020 -0.035 -0.028 0.000
H 2.7010 2.1819 3.7531 -0.035 0.021 0.006 0.000
H 1.0176 4.0906 3.6701 0.002 -0.035 -0.010 0.000
Cl 1.3184 -2.8612 3.8479 0.053 0.010 -0.157 0.000
C 2.5680 -3.1584 2.6165 -0.052 0.109 0.087 0.000
Cl 4.0415 -2.2568 3.0467 -0.037 0.016 0.008 0.000
Cl 2.9072 -4.8803 2.5486 0.044 -0.048 0.008 0.000
C 2.1542 -2.6356 1.2017 -0.497 0.499 0.346 0.000
O 2.6081 -3.1581 0.2262 0.146 -0.150 -0.366 -0.001
O 1.3306 -1.6264 1.2684 0.953 -1.200 0.586 -0.009
C 4.0683 -2.2854 -6.8286 -0.003 -0.005 0.070 0.000
C 4.2586 -1.9565 -5.3670 0.048 -0.011 -0.076 0.000
C 4.1589 -2.9722 -4.4208 0.349 -0.151 -0.085 0.000
C 4.3311 -2.6958 -3.0740 0.556 -0.109 0.019 0.000
C 4.6207 -1.4092 -2.6527 0.218 -0.016 0.079 0.000
C 4.7374 -0.3856 -3.5907 0.055 0.204 0.106 0.000
N 5.0939 0.9224 -3.2337 -0.083 -0.159 0.096 0.000
C 5.2202 1.4367 -1.9350 -0.024 -0.014 -0.126 0.000
C 6.3826 2.1387 -1.6165 0.052 0.032 0.025 0.000
C 6.5602 2.7112 -0.3685 -0.007 0.001 0.001 0.000
C 5.5804 2.5736 0.6048 0.016 -0.022 -0.048 0.000
C 4.4212 1.8824 0.2938 -0.023 -0.040 0.025 0.001
C 4.2142 1.3288 -0.9665 0.053 -0.083 0.120 -0.001
C 2.8471 0.7939 -1.2852 -0.270 0.091 0.442 0.005
O 2.3106 1.0868 -2.3279 -0.145 -0.360 -0.307 0.010
O 2.2976 0.1035 -0.2969 0.010 0.076 -0.556 0.025
C 4.5328 -0.6496 -4.9543 -0.094 0.004 -0.101 0.000
C 4.6205 0.4887 -5.9382 -0.035 -0.036 -0.007 0.000
H 3.9597 -3.3611 -6.9631 -0.004 0.017 0.002 0.000
H 4.9185 -1.9563 -7.4292 -0.013 -0.003 0.014 0.000
H 3.1761 -1.8060 -7.2397 0.013 0.003 0.019 0.000
H 3.9459 -3.9843 -4.7462 -0.006 0.019 0.017 0.000
H 4.2404 -3.4824 -2.3391 -0.035 -0.058 0.083 0.000
H 4.7721 -1.2110 -1.5991 -0.017 0.013 -0.013 0.000
H 5.6356 1.4087 -3.9268 0.031 0.024 0.027 0.000
H 7.1566 2.2298 -2.3704 0.015 -0.034 0.026 0.000
H 7.4739 3.2509 -0.1527 -0.016 -0.004 -0.012 0.000
H 5.7145 3.0046 1.5889 -0.013 0.000 -0.030 0.000
H 3.6282 1.7970 1.0251 0.050 -0.015 -0.042 0.000
H 4.1274 1.3785 -5.5409 -0.002 -0.030 0.003 0.000
H 4.1445 0.2410 -6.8843 0.021 -0.005 0.018 0.000
H 5.6597 0.7557 -6.1641 -0.012 -0.001 0.020 0.000


Entry 2:
88
Properties=species:S:1:pos:R:3:forces:R:3:mulliken_charge:R:1 method="wB97M-V/def2-TZVPD" max_force_ha_per_bohr=0.0114 charge=-2 homo_lumo_gap_ha="0.1422 / 0.1442" e_above_lowest_ev=1.143 e_tot_ha=-2759.3733
Mg -0.0084 -0.2389 0.5786 -0.414 0.071 0.244 0.536
C 2.1408 3.3697 0.9960 0.068 0.071 -0.315 -0.858
C 2.2946 3.6791 -0.4229 0.044 -0.056 0.365 -0.820
C 1.5519 3.0566 -1.3590 -0.138 -0.234 0.035 -0.720
C 0.6045 2.0042 -0.9977 0.111 0.237 0.376 0.489
C 0.1525 1.9855 0.4563 0.401 0.290 -0.051 1.444
C 1.0898 2.6165 1.3906 -0.147 -0.066 -0.221 -0.265
C 0.1952 1.0351 -1.8680 -0.355 -0.259 -0.282 1.495
C 0.5062 1.0565 -3.2954 -0.025 0.096 0.297 -1.717
C 0.2306 0.0122 -4.0829 -0.142 -0.307 -0.060 -1.298
C -0.3918 -1.1851 -3.5320 0.060 0.150 -0.090 1.035
C -0.5856 -2.3467 -4.2712 -0.011 0.006 -0.056 -0.728
C -1.1863 -3.4722 -3.7247 0.030 0.069 0.082 -0.681
C -1.6185 -3.4101 -2.3997 -0.004 0.072 -0.020 -0.671
C -1.4500 -2.2618 -1.6480 -0.004 -0.041 -0.019 -0.283
C -0.8045 -1.1212 -2.1766 0.024 0.165 0.156 0.089
N -0.5889 -0.0354 -1.3773 0.213 0.007 -0.373 0.180
H 2.8108 3.8074 1.7264 0.017 0.013 -0.030 0.348
H 3.0283 4.4169 -0.7306 -0.004 0.036 0.032 0.375
H 1.7263 3.2983 -2.4034 -0.052 0.016 0.017 0.237
H 0.9092 2.5068 2.4591 -0.033 -0.003 -0.028 0.380
H 0.9565 1.9434 -3.7243 0.034 -0.033 0.050 0.310
H 0.4605 0.0417 -5.1441 0.006 -0.032 0.020 0.348
H -0.2397 -2.3637 -5.3013 -0.001 -0.001 0.006 0.340
H -1.2988 -4.3792 -4.3037 -0.014 -0.003 -0.015 0.358
H -2.0914 -4.2741 -1.9464 -0.002 0.000 0.007 0.401
H -1.8071 -2.2227 -0.6231 0.031 -0.005 -0.019 0.194
C -4.5321 3.8398 -2.5472 -0.011 -0.030 0.044 -0.375
C -4.9950 3.2935 -1.3557 0.060 0.020 0.003 -0.674
C -4.0894 2.8669 -0.3934 0.034 -0.026 -0.095 -0.681
C -2.7069 2.9716 -0.5893 -0.069 0.060 -0.144 0.429
C -2.2632 3.5371 -1.7905 -0.161 -0.044 0.155 0.336
C -3.1668 3.9611 -2.7611 0.065 -0.020 0.078 -0.775
Si -1.6051 2.4102 0.8395 -0.071 -0.078 0.039 0.318
C -1.7413 3.7801 2.1393 0.111 0.003 0.067 -0.301
C -1.5699 5.1252 1.7998 0.001 0.054 0.062 -0.345
C -1.5993 6.1229 2.7667 0.007 -0.089 -0.073 -0.723
C -1.7970 5.7906 4.1022 -0.019 -0.043 -0.009 -0.431
C -1.9697 4.4611 4.4620 0.012 -0.003 -0.093 -0.492
C -1.9413 3.4680 3.4866 -0.026 0.063 -0.005 0.311
H -5.2345 4.1650 -3.3062 0.002 -0.002 -0.001 0.345
H -6.0603 3.1950 -1.1792 0.007 0.004 -0.004 0.365
H -4.4633 2.4357 0.5318 0.022 0.008 -0.044 0.352
H -1.2022 3.6388 -1.9688 0.110 -0.028 -0.015 0.335
H -2.7978 4.3814 -3.6901 -0.007 -0.003 0.014 0.388
H -2.3775 1.3013 1.4773 -0.050 0.031 -0.084 -0.431
H -1.4081 5.3972 0.7603 0.007 -0.010 0.028 0.365
H -1.4631 7.1598 2.4797 -0.002 -0.009 0.001 0.366
H -1.8178 6.5667 4.8587 -0.001 0.007 0.004 0.345
H -2.1314 4.1929 5.4997 0.003 -0.024 -0.004 0.410
H -2.0841 2.4321 3.7819 0.066 0.154 -0.064 0.107
C -1.4058 -1.2868 1.9688 0.440 -0.077 0.187 -1.537
H -2.4051 -1.2793 1.5293 -0.047 0.047 0.021 0.419
H -1.0990 -2.3449 2.0276 -0.173 0.020 0.140 0.378
I -4.5199 1.3053 5.6085 -0.063 0.021 0.043 0.038
C -2.7117 0.4536 5.0096 -0.018 -0.114 0.073 -0.189
C -1.5740 0.5861 5.8423 0.017 -0.115 -0.110 -0.264
C -0.4070 -0.0501 5.3479 -0.023 0.009 0.012 -0.625
C -0.3975 -0.7027 4.1548 0.050 0.081 0.066 -0.440
N -1.5298 -0.7819 3.3589 0.172 -0.107 -0.550 0.319
C -2.6829 -0.2013 3.8173 -0.131 -0.022 0.143 -0.505
H -1.5937 1.1313 6.7726 -0.013 -0.011 -0.029 0.401
H 0.5137 -0.0179 5.9176 -0.009 0.000 -0.011 0.376
H 0.4842 -1.1767 3.7466 -0.005 0.022 0.011 0.376
H -3.5459 -0.2977 3.1756 0.006 0.028 0.023 0.323
C 3.9354 -1.5367 -0.6942 0.158 -0.180 -0.041 -0.942
C 2.9074 -0.7472 -0.2248 -0.232 0.032 0.071 -0.308
N 1.8090 -1.3121 0.3246 -0.104 -0.226 0.021 -0.252
C 1.7123 -2.6369 0.3733 0.110 0.226 -0.003 -0.061
C 2.6845 -3.5365 -0.1167 -0.014 -0.166 0.073 0.410
C 3.8466 -2.9182 -0.6348 0.029 0.025 -0.121 -0.264
C 2.4769 -4.9420 0.0525 -0.007 0.108 -0.015 -0.450
C 3.1608 -6.0359 -0.4704 0.144 -0.025 -0.158 -0.706
C 3.8793 -6.1818 -1.6841 -0.125 0.008 0.122 0.447
C 3.7400 -5.3212 -2.8093 0.070 0.114 0.029 -0.591
C 4.4663 -5.5940 -3.9348 -0.049 0.056 0.031 -0.333
N 5.3049 -6.6447 -4.0565 -0.001 -0.115 0.125 -0.752
C 5.3176 -7.4341 -2.9754 -0.129 0.153 0.102 -0.049
N 4.6746 -7.2922 -1.8320 0.127 -0.057 -0.165 -0.709
H 4.8200 -1.0611 -1.0991 0.013 -0.025 -0.013 0.431
H 2.9239 0.3342 -0.2791 -0.018 0.000 0.017 0.282
H 0.8134 -3.0391 0.8335 -0.011 0.055 -0.048 0.198
H 4.6767 -3.5295 -0.9583 0.007 -0.051 -0.091 0.526
H 1.7211 -5.1847 0.7957 -0.005 0.028 0.034 0.289
H 3.0749 -6.9653 0.0852 0.006 -0.030 0.010 0.261
H 3.0384 -4.4991 -2.7909 0.023 0.070 0.035 0.635
H 4.3730 -4.9542 -4.8079 0.000 0.005 -0.007 0.403
H 5.9471 -8.3180 -3.0524 0.025 -0.041 0.003 0.398